Record 1
A structure of composition C18H27O2Sm at a distorted geometry. Source: the Open Molecules 2025 dataset; level of theory: wB97M-V/def2-TZVPD.

Element x y z (Å)
Sm 0.056 -0.653 0.189
C -2.014 -2.185 0.802
C -2.611 -0.978 0.323
C -2.319 -0.858 -1.069
H -3.231 -0.291 0.908
C -1.537 -1.993 -1.455
C -1.359 -2.816 -0.299
H -0.850 -3.778 -0.264
H -2.101 -2.584 1.817
H -2.697 -0.080 -1.733
H -1.200 -2.216 -2.470
C 2.415 -1.318 1.167
C 1.796 -2.532 0.728
C 1.736 -2.498 -0.702
H 1.482 -3.358 1.368
C 2.301 -1.262 -1.146
C 2.728 -0.536 0.013
H 3.254 0.423 0.005
H 2.653 -1.056 2.203
H 1.367 -3.289 -1.352
H 2.456 -0.962 -2.181
O 0.030 1.234 -1.079
C 0.404 1.858 -2.667
C -0.481 3.050 -2.279
C -0.131 0.866 -3.673
C 1.889 2.131 -2.704
C -0.702 2.474 -0.885
H -1.404 3.118 -2.863
H 0.050 4.006 -2.270
H -0.236 3.048 -0.075
H -1.750 2.262 -0.639
H -0.018 1.242 -4.707
H -1.194 0.657 -3.484
H 0.423 -0.082 -3.587
H 2.151 2.823 -3.525
H 2.440 1.191 -2.843
H 2.212 2.580 -1.754
C -0.098 -0.976 4.066
C -0.841 0.131 3.336
C -0.798 1.465 4.056
O -0.325 0.274 2.041
H 0.952 -0.685 4.206
H -0.110 -1.911 3.491
H -0.550 -1.165 5.044
H -1.898 -0.174 3.250
H 0.244 1.756 4.233
H -1.269 2.238 3.443
H -1.318 1.409 5.015

Summary:
Kohn-Sham gap (eV): 1.808
Total charge: -2
E_tot (Ha): -1510.398958
Largest force on an atom (eV Å⁻¹): 3.58
HOMO (eV): 2.559
Multiplicity: 6

Atom charges from the natural (NBO) analysis, given in e for atoms 1 to 6: 0.7922 -0.4006 -0.3366 -0.3830 0.2244 -0.3778

---

Record 2
A cluster of 2 separate species, C3H12N2O in total at a distorted geometry. Source: the Open Molecules 2025 dataset; level of theory: wB97M-V/def2-TZVPD.

Element x y z (Å)
N 1.766 1.287 0.047
C 0.715 0.668 0.876
C -0.532 0.318 0.063
C -1.350 -0.839 0.681
N -2.712 -0.977 0.131
H 1.356 2.130 -0.344
H 2.540 1.523 0.667
H 1.079 -0.274 1.291
H 0.382 1.296 1.715
H -0.285 -0.012 -0.954
H -1.136 1.211 -0.131
H -0.812 -1.733 0.404
H -1.391 -0.725 1.764
H -2.573 -1.094 -0.874
H -3.086 -0.029 0.097
O 2.128 -0.807 -2.177
H 1.792 -0.247 -1.453
H 2.118 -1.695 -1.803

Summary:
SMILES string: NCCCN.O
ΔE to the lowest compared entry with this formula, charge and spin (eV): 0.235
Kohn-Sham gap (eV): 10.602
E_tot (Ha): -306.235315
Largest force on an atom (eV Å⁻¹): 1.12
HOMO (eV): -9.745

Atom charges from the natural (NBO) analysis, given in e for atoms 1 to 6: -0.8419 -0.2220 -0.4328 -0.2120 -0.7977 0.3591